(1)
{
  "formula": "C20H32IrN4OS4",
  "method": "ωB97M-V/def2-TZVPD",
  "homo_energy_ev": [-19.45, -20.73],
  "total_charge": 4,
  "total_energy_ha": -2771.144761,
  "e_above_lowest_kcal_mol": 0.0,
  "lumo_ev": [-10.4, -14.0],
  "multiplicity": 6,
  "orbital_gap_ev": [9.10, 6.73],
  "s_squared": 8.78,
  "elements": ["Ir", "C", "C", "S", "C", "C", "S", "C", "C", "S", "C", "C", "S", "H", "H", "H", "H", "H", "H", "H", "H", "H", "H", "H", "H", "H", "H", "H", "H", "C", "C", "O", "N", "C", "C", "C", "C", "C", "C", "N", "H", "H", "H", "H", "H", "H", "H", "H", "H", "H", "C", "C", "N", "C", "C", "N", "H", "H", "H", "H", "H", "H"],
  "xyz": [[-0.57, -0.39, 0.46], [1.19, -1.88, -2.29], [-0.22, -2.43, -2.38], [-1.39, -1.17, -1.80], [-2.96, -2.10, -1.74], [-3.83, -1.62, -0.60], [-2.98, -1.53, 0.99], [-2.50, -3.26, 1.28], [-1.45, -3.29, 2.37], [0.03, -2.33, 1.98], [1.04, -3.40, 0.92], [2.15, -2.55, 0.32], [1.63, -1.14, -0.70], [1.33, -1.07, -3.01], [1.92, -2.65, -2.53], [-0.36, -3.33, -1.78], [-0.48, -2.66, -3.42], [-2.71, -3.16, -1.67], [-3.46, -1.94, -2.70], [-4.70, -2.28, -0.49], [-4.22, -0.62, -0.78], [-2.13, -3.70, 0.35], [-3.39, -3.80, 1.60], [-1.13, -4.32, 2.58], [-1.83, -2.87, 3.31], [0.42, -3.88, 0.17], [1.47, -4.17, 1.57], [2.81, -3.16, -0.29], [2.77, -2.10, 1.11], [3.21, 1.71, 2.37], [1.82, 1.17, 2.45], [1.36, 0.44, 1.53], [1.08, 1.47, 3.51], [-0.25, 0.91, 3.72], [-1.31, 1.59, 2.89], [-2.09, 2.58, 3.47], [-3.11, 3.19, 2.76], [-3.33, 2.79, 1.45], [-2.52, 1.81, 0.92], [-1.54, 1.20, 1.62], [3.85, 0.99, 1.88], [3.61, 1.95, 3.35], [3.20, 2.62, 1.77], [1.49, 2.03, 4.24], [-0.49, 1.03, 4.77], [-0.22, -0.16, 3.51], [-1.90, 2.86, 4.50], [-3.72, 3.96, 3.22], [-4.11, 3.24, 0.85], [-2.66, 1.49, -0.11], [1.59, 4.34, -1.42], [0.54, 4.08, -2.41], [-0.33, 3.05, -2.43], [-1.08, 3.23, -3.51], [-0.69, 4.43, -4.21], [0.31, 4.92, -3.50], [1.68, 3.50, -0.75], [1.34, 5.25, -0.85], [2.54, 4.54, -1.92], [-1.87, 2.56, -3.81], [-1.07, 4.88, -5.11], [0.84, 5.77, -3.71]],
  "mulliken_charge": [0.952, -0.954, -0.559, 0.125, -0.899, -0.757, 0.127, -0.657, -0.927, 0.106, -0.712, -0.828, 0.131, 0.443, 0.509, 0.280, 0.548, 0.494, 0.609, 0.529, 0.411, 0.285, 0.552, 0.547, 0.452, 0.290, 0.578, 0.579, 0.368, -1.269, 0.371, -0.464, -0.009, -0.957, 0.990, -0.853, -0.496, -0.946, -0.035, 0.300, 0.329, 0.431, 0.253, 0.295, 0.664, -0.293, 0.546, 0.471, 0.510, 0.564, -0.856, 0.414, -0.211, -0.024, -0.364, 0.050, 0.020, 0.388, 0.427, 0.452, 0.416, 0.264]
}

=====

(2)
{
  "formula": "C20H33BrIN2O7",
  "method": "ωB97M-V/def2-TZVPD",
  "homo_energy_ev": -10.86,
  "total_charge": 1,
  "total_energy_ha": -4289.301725,
  "e_above_lowest_kcal_mol": 99.1,
  "lumo_ev": -3.0,
  "orbital_gap_ev": 7.84,
  "elements": ["C", "C", "O", "O", "C", "C", "C", "C", "C", "C", "C", "O", "O", "O", "C", "O", "O", "C", "Br", "C", "C", "C", "I", "H", "H", "H", "H", "H", "H", "H", "H", "H", "H", "H", "H", "H", "H", "H", "H", "H", "H", "H", "H", "H", "H", "C", "C", "N", "C", "C", "N", "C", "C", "H", "H", "H", "H", "H", "H", "H", "H", "H", "H", "H"],
  "xyz": [[-3.72, 0.43, -1.43], [-2.49, -0.51, -1.83], [-1.91, -0.27, -2.94], [-1.95, -1.57, -1.04], [-1.43, -1.09, 0.23], [0.18, -0.92, 0.27], [0.69, 0.32, -0.66], [1.45, 1.47, 0.24], [1.18, 2.96, -0.31], [0.12, 3.80, 0.56], [1.03, 4.35, 1.77], [0.29, 4.66, 2.98], [0.40, 6.00, 3.22], [-1.19, 3.26, 0.84], [-2.06, 4.43, 0.91], [-3.25, 4.47, 1.29], [-1.33, 5.60, 0.40], [-0.37, 4.96, -0.48], [1.08, 6.08, -1.30], [-1.21, 4.52, -1.78], [-2.21, 5.69, -2.32], [-2.42, 5.39, -3.90], [-3.61, 3.53, -4.11], [-4.66, -0.14, -1.10], [-3.47, 1.18, -0.59], [-4.02, 1.00, -2.39], [-1.71, -1.88, 1.04], [-1.92, -0.11, 0.59], [0.54, -0.70, 1.34], [0.66, -1.91, -0.08], [-0.13, 0.77, -1.32], [1.48, -0.12, -1.38], [1.23, 1.33, 1.35], [2.58, 1.26, 0.09], [2.18, 3.53, -0.23], [0.93, 2.87, -1.42], [1.56, 5.31, 1.43], [1.86, 3.60, 2.06], [-0.41, 6.47, 2.90], [-0.43, 4.32, -2.61], [-1.79, 3.54, -1.66], [-3.23, 5.65, -1.77], [-1.79, 6.74, -2.11], [-1.37, 5.18, -4.35], [-2.88, 6.26, -4.47], [-0.62, -5.00, 1.42], [0.63, -5.17, 0.60], [1.62, -6.11, 1.16], [1.62, -6.71, 2.41], [2.75, -7.46, 2.48], [3.42, -7.30, 1.29], [2.71, -6.49, 0.49], [4.70, -7.91, 0.92], [-0.39, -4.60, 2.42], [-1.30, -4.30, 0.93], [-1.15, -5.95, 1.55], [1.14, -4.21, 0.48], [0.37, -5.54, -0.40], [0.82, -6.53, 3.10], [3.18, -8.09, 3.25], [2.98, -6.19, -0.51], [5.40, -7.11, 0.67], [4.55, -8.56, 0.06], [5.09, -8.48, 1.76]],
  "mulliken_charge": [-0.571, 0.691, -0.531, -0.283, -0.365, -0.207, -0.279, -0.799, -1.064, 1.671, -0.859, -0.203, -0.417, -0.386, 0.423, -0.558, -0.479, -0.290, -0.011, -0.373, -0.390, -0.928, 0.060, 0.361, 0.123, 0.022, 0.279, 0.113, 0.400, -0.089, 0.079, 0.314, 0.493, 0.240, 0.573, 0.228, 0.403, 0.345, 0.339, 0.532, -0.046, 0.283, 0.353, 0.358, 0.437, -1.466, -0.199, 0.200, -0.249, -0.498, 0.100, -0.210, -0.802, 0.422, 0.280, 0.449, 0.427, 0.265, 0.458, 0.431, 0.416, 0.345, 0.340, 0.294]
}

=====

(3)
{
  "formula": "C20H33F9N2O5SV",
  "method": "ωB97M-V/def2-TZVPD",
  "homo_energy_ev": [-11.12, -11.02],
  "total_charge": 1,
  "total_energy_ha": -3508.462737,
  "e_above_lowest_kcal_mol": 20.2,
  "lumo_ev": [-2.2, -2.2],
  "multiplicity": 3,
  "orbital_gap_ev": [8.93, 8.83],
  "s_squared": 2.03,
  "elements": ["V", "C", "N", "C", "C", "O", "C", "O", "C", "C", "O", "N", "C", "C", "H", "H", "H", "H", "H", "H", "H", "H", "H", "H", "H", "H", "H", "H", "H", "H", "F", "C", "F", "F", "C", "O", "C", "F", "F", "F", "C", "F", "F", "F", "O", "S", "C", "C", "C", "C", "H", "H", "H", "H", "H", "H", "H", "H", "C", "C", "C", "C", "H", "H", "H", "H", "H", "H", "H", "H", "H"],
  "xyz": [[0.23, 0.37, 0.26], [2.23, -1.12, 3.91], [1.12, -0.82, 3.03], [-0.08, -0.34, 3.69], [1.36, -0.48, 1.72], [1.02, -1.54, 0.66], [2.72, -0.03, 1.31], [2.52, 0.55, -0.01], [2.96, -0.21, -1.11], [1.77, -0.43, -2.04], [0.67, 0.06, -1.70], [1.92, -1.10, -3.17], [0.78, -1.34, -4.05], [3.18, -1.69, -3.59], [1.89, -1.74, 4.74], [3.00, -1.68, 3.38], [2.68, -0.22, 4.35], [-0.33, -1.00, 4.53], [0.04, 0.67, 4.09], [-0.92, -0.35, 3.00], [3.07, 0.78, 1.95], [3.50, -0.80, 1.26], [3.74, 0.34, -1.64], [3.36, -1.18, -0.79], [-0.12, -0.94, -3.60], [0.95, -0.86, -5.01], [0.67, -2.41, -4.20], [4.01, -1.34, -3.00], [3.12, -2.78, -3.52], [3.36, -1.43, -4.63], [-4.42, 2.05, 1.07], [-3.28, 1.47, 1.44], [-3.42, 1.02, 2.69], [-2.33, 2.41, 1.46], [-2.86, 0.30, 0.49], [-1.56, -0.04, 0.70], [-3.76, -0.94, 0.80], [-3.34, -1.54, 1.92], [-5.04, -0.61, 0.96], [-3.67, -1.84, -0.19], [-3.08, 0.72, -0.99], [-2.62, 1.97, -1.20], [-2.40, -0.08, -1.81], [-4.36, 0.70, -1.35], [0.15, 2.38, 0.20], [0.93, 3.36, -0.69], [0.88, 4.89, 0.30], [-0.26, 5.77, -0.23], [-1.21, 4.88, -1.02], [-0.30, 3.98, -1.85], [1.86, 5.35, 0.27], [0.70, 4.51, 1.31], [0.16, 6.54, -0.88], [-0.76, 6.28, 0.59], [-1.88, 5.45, -1.65], [-1.81, 4.26, -0.35], [0.25, 4.55, -2.60], [-0.77, 3.12, -2.31], [-1.03, -4.70, 0.84], [-0.68, -3.29, 0.38], [-0.55, -3.22, -1.14], [0.60, -2.85, 1.07], [-1.99, -5.01, 0.42], [-1.12, -4.75, 1.93], [-0.28, -5.42, 0.52], [-1.46, -2.61, 0.69], [0.29, -3.83, -1.49], [-0.41, -2.20, -1.48], [-1.46, -3.60, -1.62], [1.42, -3.54, 0.83], [0.46, -2.85, 2.16]],
  "mulliken_charge": [0.350, -1.133, 0.677, -0.799, 0.629, 0.587, -1.174, -0.426, -1.214, 0.942, -0.622, 0.216, -0.989, -1.025, 0.355, 0.351, 0.300, 0.340, 0.267, -0.009, 0.421, 0.478, 0.648, 0.442, 0.203, 0.376, 0.369, 0.385, 0.338, 0.332, -0.273, 0.375, -0.261, -0.064, 1.015, 0.049, 0.310, -0.220, -0.263, -0.240, -0.043, -0.185, -0.244, -0.281, -0.579, 0.459, -0.668, -0.738, -0.186, -0.752, 0.500, 0.239, 0.319, 0.373, 0.500, -0.071, 0.587, 0.178, -1.940, 2.078, -0.813, -1.434, 0.442, 0.416, 0.396, -0.748, 0.375, -0.388, 0.486, 0.291, 0.385]
}

=====

(4)
{
  "formula": "C20H33INO14S3",
  "method": "ωB97M-V/def2-TZVPD",
  "homo_energy_ev": -11.45,
  "total_charge": 1,
  "total_energy_ha": -3381.942064,
  "lumo_ev": -3.1,
  "orbital_gap_ev": 8.33,
  "elements": ["C", "C", "I", "C", "C", "O", "N", "C", "C", "C", "O", "C", "C", "C", "C", "C", "C", "C", "H", "H", "H", "H", "H", "H", "H", "H", "H", "H", "H", "H", "H", "H", "H", "H", "H", "H", "H", "H", "H", "C", "C", "O", "S", "O", "O", "O", "H", "H", "H", "H", "C", "C", "O", "S", "O", "O", "O", "H", "H", "H", "H", "C", "C", "O", "S", "O", "O", "O", "H", "H", "H", "H"],
  "xyz": [[0.60, -5.27, 2.36], [1.50, -4.65, 3.43], [2.67, -6.23, 4.35], [0.78, -3.95, 4.59], [0.22, -2.52, 4.33], [-0.76, -2.10, 5.20], [1.39, -1.59, 4.72], [0.88, -0.20, 4.39], [-0.14, -0.40, 3.25], [-0.04, -1.96, 2.90], [1.03, -1.99, 1.96], [-1.25, -2.45, 2.10], [-2.51, -2.81, 2.89], [-2.56, -3.83, 3.84], [-3.71, -4.17, 4.53], [-4.90, -3.49, 4.27], [-4.89, -2.48, 3.31], [-3.71, -2.15, 2.64], [0.80, -6.32, 2.20], [-0.46, -5.13, 2.58], [0.81, -4.78, 1.41], [2.25, -3.99, 3.00], [0.04, -4.62, 5.00], [1.53, -3.83, 5.38], [-0.77, -2.68, 5.97], [2.24, -1.88, 4.23], [1.64, -1.66, 5.71], [0.52, 0.30, 5.28], [1.79, 0.30, 4.06], [-1.11, -0.05, 3.58], [0.24, 0.06, 2.35], [1.82, -1.54, 2.28], [-1.54, -1.65, 1.42], [-0.98, -3.28, 1.45], [-1.67, -4.41, 4.07], [-3.70, -4.95, 5.28], [-5.81, -3.76, 4.77], [-5.80, -1.96, 3.07], [-3.77, -1.37, 1.90], [-0.74, 1.93, -1.58], [-1.65, 1.08, -2.45], [-2.46, 0.38, -1.47], [-2.72, 1.30, -0.20], [-3.98, 1.93, -0.31], [-2.38, 0.55, 0.96], [-1.57, 2.37, -0.49], [0.09, 1.34, -1.16], [-0.34, 2.79, -2.10], [-1.11, 0.37, -3.07], [-2.31, 1.67, -3.07], [-0.28, 2.97, -7.75], [0.19, 4.24, -7.06], [-0.61, 4.29, -5.86], [-0.91, 2.82, -5.35], [0.03, 2.49, -4.34], [-2.31, 2.68, -5.15], [-0.49, 2.04, -6.68], [-1.23, 3.12, -8.27], [0.46, 2.58, -8.45], [0.03, 5.13, -7.66], [1.23, 4.18, -6.77], [5.72, 5.13, -4.69], [4.64, 4.25, -4.09], [3.49, 5.09, -4.03], [3.51, 6.12, -5.26], [2.69, 5.61, -6.30], [3.33, 7.43, -4.76], [5.04, 5.91, -5.68], [6.14, 5.81, -3.95], [6.52, 4.56, -5.15], [4.90, 3.89, -3.10], [4.41, 3.40, -4.74]],
  "mulliken_charge": [-1.012, -0.264, 0.146, -1.764, 0.600, -0.551, -0.106, -0.829, -0.685, 0.698, -0.606, -1.374, 0.664, 0.467, -1.396, -0.452, -0.874, -0.388, 0.543, 0.221, 0.208, 0.461, 0.659, 0.640, 0.563, 0.394, 0.365, 0.343, 0.404, 0.355, 0.535, 0.533, 0.140, 0.541, 0.239, 0.446, 0.403, 0.435, 0.335, -0.171, -0.280, -0.332, 0.867, -0.583, -0.344, -0.358, 0.168, 0.361, 0.358, 0.295, -0.344, -0.195, -0.329, 1.249, -0.579, -0.618, -0.335, 0.301, 0.321, 0.332, 0.241, -0.341, -0.289, -0.287, 1.069, -0.540, -0.540, -0.312, 0.293, 0.301, 0.320, 0.263]
}